(1)
Computed, not measured: 2 unconnected molecules or ions with the total composition CN4O2 in a non-equilibrium geometry, with ωB97M-V/def2-TZVPD.

The geometry in ORCA input format:
```
! wB97M-V def2-TZVPD RIJCOSX def2/J DEFGRID3
* xyz 0 1
C 0.659 -0.122 0.065
N 0.165 -1.174 0.636
N 1.316 0.614 -0.532
N -0.569 -1.281 1.595
N -0.652 2.094 -1.570
O -0.888 -2.136 2.333
O -0.031 2.005 -2.527
*
```

Orbital gap (spin up / spin down), eV: 9.5 / 6.1
HOMO (spin up / spin down), eV: -10.38 / -8.29
F_max, eV/Å: 3.15
LUMO level (spin up / spin down), eV: -0.88 / -2.21

These are the natural (NBO) partial charges, in e, on atoms 1 to 2: 0.373, -0.289

(2)
Computed, not measured: a gas-phase ion, CN4O2S2 (charge -2) in a non-equilibrium geometry, with ωB97M-V/def2-TZVPD.

The geometry in ORCA input format:
```
! wB97M-V def2-TZVPD RIJCOSX def2/J DEFGRID3
* xyz -2 1
C -0.409 0.371 -0.080
N -1.396 0.666 -0.953
N -2.389 -0.125 -0.606
N -2.013 -0.869 0.398
N -0.808 -0.513 0.833
O 2.813 -0.672 -1.352
O 3.704 0.258 0.732
S 1.046 1.340 0.055
S 2.499 -0.360 0.066
*
```

Orbital gap, eV: 6.6
HOMO, eV: -0.32
F_max, eV/Å: 1.66
LUMO level, eV: 6.28

These are the natural (NBO) partial charges, in e, on atoms 1 to 2: 0.049, -0.394

(3)
Computed, not measured: 2 unconnected molecules or ions with the total composition CN5O in a non-equilibrium geometry, with ωB97M-V/def2-TZVPD.

The geometry in ORCA input format:
```
! wB97M-V def2-TZVPD RIJCOSX def2/J DEFGRID3
* xyz 1 1
C 2.236 0.192 -0.034
N -3.556 1.194 -0.072
N 1.012 -0.052 0.025
N -2.546 0.758 -0.057
N -0.640 -1.657 0.061
N 0.176 -0.934 0.062
O 3.317 0.499 0.016
*
```

Orbital gap, eV: 11.9
HOMO, eV: -18.27
F_max, eV/Å: 3.42
LUMO level, eV: -6.35

These are the natural (NBO) partial charges, in e, on atoms 1 to 2: 0.991, 0.085

(4)
Computed, not measured: 2 unconnected molecules or ions with the total composition CN5O2 in a non-equilibrium geometry, with ωB97M-V/def2-TZVPD.

The geometry in ORCA input format:
```
! wB97M-V def2-TZVPD RIJCOSX def2/J DEFGRID3
* xyz -1 1
C 0.909 0.012 -0.295
N 2.111 0.042 0.331
N 0.189 1.061 -0.254
N 2.132 1.315 0.680
N 1.031 1.958 0.305
N -2.064 -1.098 -0.156
O -3.226 -1.491 -0.265
O -1.083 -1.798 -0.347
*
```

Orbital gap (spin up / spin down), eV: 5.4 / 8.3
HOMO (spin up / spin down), eV: -4.67 / -5.00
F_max, eV/Å: 3.02
LUMO level (spin up / spin down), eV: 0.76 / 3.34

These are the natural (NBO) partial charges, in e, on atoms 1 to 2: 0.366, -0.451

Which formula does entry 3 have?
CN5O